# 1
3 unconnected molecules or ions with the total composition C3H11NO3 at a distorted geometry, computed with wB97M-V/def2-TZVPD.

```
18
Properties=species:S:1:pos:R:3
C 3.271 1.066 0.690
C 1.957 0.740 1.485
N 0.989 0.896 0.595
C 0.979 1.247 -0.750
O 1.791 0.344 2.697
H 4.119 0.658 1.275
H 3.313 2.177 0.452
H 3.244 0.399 -0.191
H 0.166 0.618 1.153
H 1.499 0.516 -1.410
H 0.007 1.095 -1.236
H 1.452 2.212 -1.018
H -5.732 -1.637 -0.371
H -4.949 -1.280 1.023
O -4.907 -1.652 0.105
H -3.117 -2.400 -1.410
H -1.768 -2.863 -1.365
O -2.314 -2.137 -1.727
```

Computed properties:
Multiplicity   2
DFT total energy   -10911.6551 eV
Charge   +1
HOMO level (spin up / spin down)   -0.50518 / -0.50518 Eh
LUMO energy (spin up / spin down)   -4.2 / -9.2 eV
Orbital gap (spin up / spin down)   9.588 / 4.552 eV



# 2
A molecular structure, C2H7N2OS at a distorted geometry, computed with wB97M-V/def2-TZVPD.

```
13
Properties=species:S:1:pos:R:3
C -2.002 0.927 0.156
C 0.693 0.002 0.331
N -0.136 -1.414 -0.183
N 1.944 -0.374 -0.363
O -1.058 -1.852 0.460
S -0.434 0.854 -0.793
H -2.535 1.830 -0.362
H -1.678 1.024 1.188
H -2.410 -0.135 0.070
H 0.812 0.517 1.346
H 2.323 0.473 -0.928
H 2.715 -0.766 0.229
H 1.765 -1.087 -1.152
```

Computed properties:
DFT total energy   -18039.3715 eV
Charge   +1
HOMO level   -0.49683 Eh
LUMO energy   -4.6 eV
Orbital gap   8.888 eV



# 3
A gas-phase ion, C5H13N2 (charge +1) at a distorted geometry, computed with wB97M-V/def2-TZVPD.

```
20
Properties=species:S:1:pos:R:3
C 2.144 0.743 0.654
C 1.654 -0.220 -0.473
C 0.378 -0.793 -0.173
N 0.028 -1.992 -0.170
C -1.144 0.226 0.289
C -1.444 1.186 -0.834
N -2.001 -0.834 0.714
H 1.437 1.501 1.050
H 3.026 1.420 0.428
H 2.349 0.051 1.428
H 2.296 -0.918 -0.846
H 1.350 0.239 -1.469
H -0.935 -1.979 0.273
H 0.719 -2.629 -0.527
H -1.009 0.689 1.251
H -1.315 0.595 -1.765
H -0.876 2.014 -0.855
H -2.545 1.482 -0.978
H -2.284 -1.102 1.660
H -2.744 -0.972 0.095
```

Computed properties:
SMILES string   CCC(=[NH2+])[C@@H](C)N
DFT total energy   -8367.5544 eV
Charge   +1
HOMO level   -0.53211 Eh
LUMO energy   -3.2 eV
Orbital gap   11.243 eV